Entry from the OMol25 dataset: C20H30Ca2O16 as an isolated structure in a non-equilibrium geometry (wB97M-V/def2-TZVPD).

* LUMO energy: -10.06 eV
* charge: +2
* gap between HOMO and LUMO: 3.9 eV

Structure (XYZ):
```
68
Properties=species:S:1:pos:R:3:mulliken_charge:R:1
Ca -7.703 12.963 17.851 1.650
Ca -7.015 16.474 17.140 1.502
C -8.233 14.401 21.927 -0.637
C -7.895 13.005 21.393 0.352
O -7.843 12.834 20.090 -0.623
O -7.765 12.101 22.174 -0.525
H -8.042 14.315 22.994 0.343
H -9.316 14.489 21.821 0.395
H -7.709 15.228 21.451 0.008
C -4.615 14.828 20.376 -0.798
C -5.297 15.351 19.166 1.169
O -5.910 14.499 18.382 -0.806
O -5.414 16.554 18.853 -0.893
H -4.431 13.775 20.192 0.326
H -5.454 14.871 21.090 0.068
H -3.836 15.424 20.832 0.449
C -1.037 14.642 18.873 -1.232
C 0.052 13.972 19.687 0.576
C -0.455 13.034 20.823 0.012
O 0.103 11.759 20.448 -0.376
C 0.973 11.892 19.433 0.598
O 1.771 11.094 19.103 -0.474
O 0.812 13.112 18.867 -0.398
H -1.645 15.347 19.450 0.171
H -1.740 13.853 18.578 0.304
H -0.664 15.214 18.028 0.422
H 0.659 14.790 20.085 0.250
H -1.527 12.835 20.798 -0.117
H -0.052 13.256 21.806 0.283
C -9.389 19.022 23.135 -1.094
C -9.536 19.084 21.625 0.350
C -9.245 20.412 20.992 -0.389
O -8.651 20.041 19.715 -0.299
C -8.297 18.774 19.783 0.466
O -7.714 18.210 18.866 -0.450
O -8.685 18.159 20.878 -0.241
H -9.886 19.872 23.601 0.375
H -8.322 19.080 23.363 0.107
H -9.812 18.106 23.535 0.375
H -10.531 18.664 21.443 0.200
H -8.393 20.837 21.534 0.298
H -10.043 21.145 21.011 0.372
C -3.851 13.809 23.634 -1.256
C -4.659 12.507 23.693 1.065
C -4.057 11.276 23.021 -0.008
O -4.126 10.271 24.003 -0.399
C -4.377 10.830 25.244 0.540
O -4.307 10.222 26.247 -0.471
O -4.579 12.146 25.074 -0.408
H -3.433 13.999 22.637 -0.051
H -2.924 13.778 24.211 0.453
H -4.429 14.654 24.003 0.366
H -5.670 12.762 23.372 -0.176
H -3.029 11.421 22.665 0.071
H -4.613 11.001 22.120 0.256
C -2.561 18.995 22.070 -1.411
C -3.787 19.697 22.590 0.510
C -5.062 19.272 21.840 -0.073
O -5.891 18.664 22.839 -0.135
C -5.359 18.907 24.070 0.467
O -5.911 18.623 25.075 -0.497
O -4.099 19.364 23.958 -0.387
H -2.468 17.980 22.471 0.320
H -1.625 19.518 22.256 0.388
H -2.597 18.786 20.997 0.339
H -3.685 20.779 22.542 0.300
H -4.972 18.486 21.089 -0.072
H -5.604 20.122 21.417 0.196
```